[1]
{"formula": "C15H24N2O2S", "method": "ωB97M-V/def2-TZVPD", "species": ["C", "S", "C", "C", "C", "O", "H", "H", "H", "H", "H", "H", "H", "H", "C", "C", "N", "C", "C", "C", "C", "N", "C", "C", "C", "C", "C", "O", "H", "H", "H", "H", "H", "H", "H", "H", "H", "H", "H", "H", "H", "H", "H", "H"], "xyz": [[3.2560, 0.9343, -3.4038], [1.9804, 0.9492, -2.1381], [0.5219, 0.9213, -3.1917], [-0.6550, 0.7277, -2.2369], [-1.4632, -0.5012, -2.4672], [-0.9050, 1.5868, -1.4002], [4.2080, 0.9279, -2.8605], [3.1928, 0.0361, -4.0290], [3.1984, 1.8422, -4.0156], [0.4027, 1.9017, -3.6645], [0.5884, 0.1078, -3.9193], [-0.8695, -1.2376, -3.0170], [-1.7393, -0.9369, -1.5067], [-2.3761, -0.2404, -3.0197], [1.6955, -3.3429, 1.7924], [2.0609, -2.0799, 1.0344], [1.2774, -0.8916, 1.3885], [1.8282, -0.0176, 2.4394], [2.6311, 1.1530, 1.8931], [0.0101, -0.7433, 0.8631], [-0.6518, 0.4939, 1.1206], [-2.0165, 0.6416, 1.0784], [-2.8658, -0.4173, 0.8120], [-4.2218, -0.2040, 0.6475], [-4.7658, 1.0704, 0.7883], [-3.9024, 2.1175, 1.1304], [-2.5565, 1.8944, 1.2956], [-0.4501, -1.6694, 0.1415], [2.2991, -4.1690, 1.4077], [1.9084, -3.2249, 2.8589], [0.6377, -3.5871, 1.6610], [3.1029, -1.8007, 1.2389], [1.9358, -2.2397, -0.0437], [0.9814, 0.3475, 3.0391], [2.4571, -0.6646, 3.0706], [3.0031, 1.7382, 2.7410], [3.4823, 0.7911, 1.3027], [2.0201, 1.8081, 1.2606], [-0.0898, 1.3863, 1.3881], [-2.3940, -1.3778, 0.6512], [-4.8323, -1.0702, 0.4034], [-5.8329, 1.2461, 0.6666], [-4.2674, 3.1317, 1.2754], [-1.8243, 2.6610, 1.5238]], "forces_ev_per_a": [[0.2, 0.1, 0.0], [0.3, -0.1, 0.2], [-0.1, 0.3, 0.4], [-0.1, 1.3, 0.2], [-0.3, -0.5, 0.3], [0.1, -1.0, -1.1], [-0.1, 0.0, -0.2], [0.0, 0.2, 0.1], [0.1, -0.2, 0.0], [0.0, -0.2, -0.2], [0.0, 0.3, 0.0], [-0.3, 0.1, 0.0], [0.0, 0.1, -0.2], [0.2, 0.0, 0.0], [-0.1, 0.0, 0.1], [-0.1, 0.7, -0.4], [0.0, 0.1, 0.4], [-0.6, -0.5, -0.4], [0.1, 0.0, 0.1], [0.4, -0.7, -0.5], [-0.2, 0.2, 0.9], [0.3, -0.3, -0.1], [-0.2, 0.6, -0.2], [0.3, 0.2, 0.2], [-0.1, 0.1, 0.1], [0.0, -0.1, 0.1], [-0.1, -0.6, -0.4], [0.2, 0.5, 0.7], [-0.1, 0.0, 0.1], [-0.1, -0.1, 0.0], [0.2, 0.1, 0.0], [-0.1, -0.2, -0.2], [0.1, 0.0, 0.2], [0.3, -0.1, 0.0], [-0.2, 0.3, 0.0], [0.1, 0.0, -0.2], [-0.2, 0.2, 0.1], [0.1, -0.2, 0.1], [-0.4, -0.3, -0.1], [0.0, 0.2, 0.1], [0.0, 0.2, 0.1], [0.3, 0.0, 0.0], [0.0, -0.2, 0.0], [-0.3, -0.1, 0.0]], "gap_ev": 7.02, "e_lumo_ev": 0.5}


[2]
{"formula": "C3H8OS2", "method": "ωB97M-V/def2-TZVPD", "species": ["C", "S", "S", "H", "H", "H", "H", "O", "C", "C", "H", "H", "H", "H"], "xyz": [[-0.6995, -0.9096, 2.0567], [-0.3101, -2.2878, 0.8464], [-2.1555, -2.0778, -0.2364], [-0.0720, -1.0499, 2.9718], [-0.4603, 0.1127, 1.6841], [-1.7712, -0.9865, 2.3227], [-2.0022, -0.7652, -0.5440], [-0.5504, 0.5761, -1.8323], [0.6794, 0.5554, -1.7825], [1.3829, 1.5372, -0.8545], [1.2130, 0.0654, -2.6367], [0.9254, 1.5740, 0.1459], [2.3915, 1.1134, -0.8256], [1.4290, 2.5425, -1.3155]], "forces_ev_per_a": [[0.6, -0.4, 0.5], [2.2, 0.9, 1.8], [-2.4, 0.6, -1.2], [-0.6, 0.0, -0.7], [-0.3, -0.7, -0.1], [0.5, 0.1, -0.2], [0.0, -0.5, -0.1], [1.8, -0.6, 0.0], [-3.2, 1.9, -0.7], [0.9, -1.2, -0.4], [0.2, -0.1, 0.9], [0.1, -0.1, -0.5], [0.2, 0.6, 0.6], [-0.2, -0.5, 0.1]], "gap_ev": [3.14, 7.04], "e_lumo_ev": [3.5, 3.5], "spin_multiplicity": 2, "charge": -1}


[3]
{"formula": "C22H17Br2NS7W", "method": "ωB97M-V/def2-TZVPD", "species": ["W", "Br", "C", "Br", "H", "H", "S", "C", "S", "C", "C", "S", "S", "S", "C", "C", "C", "C", "C", "C", "C", "C", "C", "C", "C", "C", "C", "C", "C", "H", "H", "H", "H", "H", "H", "H", "H", "H", "H", "S", "C", "N", "C", "C", "S", "H", "H", "H", "H", "H"], "xyz": [[-17.5511, 2.8542, -11.6867], [-20.3486, 2.4667, -12.5741], [-20.8532, 4.1113, -11.7050], [-19.1827, 4.8926, -10.9561], [-21.5101, 3.9174, -10.8444], [-21.1912, 4.7718, -12.4909], [-11.9365, 7.2040, -13.3253], [-13.1726, 6.2546, -13.0542], [-14.4347, 5.7370, -14.1633], [-15.3435, 4.7324, -13.1138], [-14.8436, 4.6067, -11.8485], [-15.7360, 3.7361, -10.6784], [-13.4641, 5.5382, -11.4566], [-16.8701, 4.1079, -13.6526], [-17.8934, 2.0543, -9.9015], [-17.9140, 1.7825, -8.6840], [-17.8017, 1.9544, -7.3529], [-17.0341, 0.9571, -6.6210], [-16.7705, 1.1271, -5.2823], [-16.0353, 0.1497, -4.6359], [-15.4725, -0.8866, -5.3065], [-15.6176, -1.0370, -6.7007], [-16.4003, -0.1186, -7.3453], [-18.5922, 3.0327, -6.7598], [-19.5913, 2.8335, -5.7702], [-20.4217, 3.8231, -5.3000], [-20.2281, 5.1274, -5.7308], [-19.2164, 5.3303, -6.6390], [-18.4424, 4.3228, -7.2207], [-17.2022, 2.0030, -4.6954], [-15.8376, 0.3156, -3.6174], [-14.8622, -1.5508, -4.6820], [-15.2039, -1.9186, -7.1968], [-16.5910, -0.2498, -8.4230], [-19.7548, 1.8659, -5.4255], [-21.2792, 3.6457, -4.6396], [-20.7738, 5.9230, -5.2224], [-18.8768, 6.3628, -6.8882], [-17.6977, 4.5753, -7.9735], [-16.7884, 0.7742, -12.6119], [-15.7996, 1.1760, -13.9017], [-16.3206, 1.1857, -15.1179], [-15.4448, 1.3263, -16.2593], [-14.2527, 2.0861, -15.7137], [-14.2307, 1.7764, -13.9321], [-17.2857, 0.9811, -15.3587], [-15.9511, 1.8452, -17.0577], [-15.0699, 0.3280, -16.6160], [-14.2888, 3.2125, -15.8630], [-13.3136, 1.8003, -16.2041]], "forces_ev_per_a": [[0.2, -0.2, -0.1], [0.2, -0.2, 0.0], [0.6, -0.1, 0.5], [-0.5, 0.0, -0.2], [0.2, 0.2, -0.7], [-0.3, 0.2, 0.3], [0.6, 0.6, -0.5], [-0.8, -0.9, 0.9], [0.2, 0.5, -1.0], [-0.3, 0.3, -0.1], [-0.7, 0.2, -0.2], [0.0, -0.1, 0.2], [0.7, 0.1, 0.2], [0.4, 0.0, 0.5], [0.0, -0.3, -0.7], [-0.2, 1.1, -0.3], [0.0, -1.9, 0.7], [0.4, 0.2, -1.4], [-1.0, 0.9, 1.3], [-0.3, 1.4, -0.1], [1.0, -1.0, 0.0], [-0.2, -0.3, 0.7], [-0.7, 0.3, -0.3], [-0.9, 0.5, 0.7], [0.5, 0.0, -0.7], [-0.7, 0.3, -0.1], [0.4, -0.2, 0.6], [1.3, 2.1, -0.9], [-0.3, 0.5, 0.2], [0.7, -1.3, -1.0], [0.2, -0.2, 1.2], [-0.2, -0.1, -0.7], [0.0, 0.5, 0.0], [0.0, 0.2, 0.6], [-0.2, -1.7, 0.5], [0.7, -0.4, -0.1], [0.1, 0.0, -0.6], [-0.7, -0.8, 0.1], [-0.1, 0.0, 0.2], [-1.1, -0.5, 1.9], [-0.4, 1.2, -2.7], [-0.7, -0.9, -0.7], [1.3, -0.7, 0.0], [0.7, 2.0, -0.8], [1.2, -0.4, 0.7], [0.1, -0.2, 0.8], [-0.1, 0.1, -0.2], [-0.7, 0.7, 0.3], [-0.3, -1.2, 0.3], [-0.2, -0.2, 0.4]], "gap_ev": [5.60, 5.10], "e_lumo_ev": [-7.3, -7.8], "charge": 2}


[4]
{"formula": "C39H49CaCl2INO2", "method": "ωB97M-V/def2-TZVPD", "species": ["Ca", "C", "C", "C", "C", "C", "C", "C", "N", "C", "C", "C", "C", "C", "C", "O", "C", "C", "C", "C", "C", "C", "C", "C", "C", "O", "C", "C", "C", "C", "C", "C", "H", "H", "H", "H", "H", "H", "H", "H", "H", "H", "H", "H", "H", "H", "H", "H", "H", "H", "H", "H", "H", "H", "H", "H", "H", "H", "H", "H", "H", "H", "H", "H", "H", "H", "H", "H", "H", "H", "H", "H", "I", "C", "C", "C", "C", "C", "C", "C", "C", "C", "C", "H", "H", "H", "H", "H", "H", "H", "Cl", "C", "Cl", "H", "H"], "xyz": [[1.1255, 0.8961, -2.1925], [-2.2259, 2.1288, 4.7545], [-2.1400, 1.0661, 3.6360], [-3.4927, 0.7435, 3.0584], [-1.5909, -0.2183, 4.3466], [-1.0907, 1.3750, 2.6635], [-0.5928, 0.3695, 1.8254], [0.3154, 0.6113, 0.7685], [0.6790, -0.2292, -0.1823], [0.7588, -1.5359, -0.1193], [0.5533, -2.3597, 1.0196], [0.6596, -3.7503, 0.9882], [0.9134, -4.3931, -0.2127], [1.0606, -3.6221, -1.3690], [1.0749, -2.1289, -1.3709], [1.2613, -1.4533, -2.3948], [1.2060, -4.4172, -2.6420], [0.3014, -3.8866, -3.6737], [2.5348, -4.4128, -3.2618], [0.8295, -5.9585, -2.5302], [0.3403, -4.4834, 2.3082], [-0.6439, -3.6833, 3.2317], [-0.1468, -5.9497, 2.0717], [1.6712, -4.5845, 3.0858], [0.7781, 1.9374, 0.4615], [1.6619, 2.1571, -0.4342], [0.1637, 2.9266, 1.3332], [-0.6933, 2.7168, 2.4529], [0.4312, 4.3990, 0.9864], [1.8949, 4.6969, 1.3354], [0.0826, 4.6457, -0.5079], [-0.5230, 5.4083, 1.7804], [-2.7442, 1.5988, 5.5761], [-3.0121, 2.8573, 4.3704], [-1.3727, 2.6056, 5.0178], [-4.2937, 0.4551, 3.8647], [-3.3858, -0.0462, 2.3225], [-3.7368, 1.7032, 2.4790], [-2.1999, -0.1517, 5.2440], [-0.5777, -0.1657, 4.6691], [-1.6315, -1.1543, 3.7616], [-1.0285, -0.6018, 2.0408], [0.3990, -1.8048, 1.8892], [0.9109, -5.4786, -0.2441], [0.5822, -2.8091, -3.7055], [-0.7476, -3.9509, -3.5084], [0.3939, -4.2551, -4.7142], [2.8817, -3.3679, -3.5486], [2.5479, -5.0621, -4.0954], [3.3961, -4.6300, -2.5713], [-0.2372, -6.0628, -2.2895], [1.4729, -6.4502, -1.7925], [1.0452, -6.3569, -3.4880], [-1.5545, -3.4645, 2.6867], [-0.1801, -2.7695, 3.5010], [-0.7534, -4.1554, 4.2083], [-0.8563, -6.1299, 1.2810], [-0.5359, -6.4296, 2.9381], [0.7806, -6.5764, 1.8605], [2.1114, -3.6414, 3.4919], [2.4617, -5.0546, 2.5926], [1.3504, -5.0715, 4.0804], [-0.9612, 3.5423, 3.0727], [2.5430, 3.9646, 0.8839], [2.0029, 4.7372, 2.4491], [2.3420, 5.6538, 0.9203], [0.7842, 4.0062, -1.0873], [0.2700, 5.6618, -0.8250], [-0.9932, 4.2673, -0.6844], [-0.4122, 5.3871, 2.8502], [-1.5884, 5.2200, 1.6767], [-0.2257, 6.4236, 1.4268], [2.1401, 2.9786, -3.9303], [0.3168, 3.5130, -4.8444], [0.3567, 4.5584, -5.7301], [-0.7385, 4.8594, -6.5646], [-1.7114, 3.9568, -6.6186], [-1.7001, 2.8277, -5.7815], [-2.7504, 1.8838, -5.9464], [-2.9045, 0.9154, -4.9585], [-1.9174, 0.7838, -3.9489], [-0.7454, 1.5437, -3.8411], [-0.7297, 2.5931, -4.8112], [1.0808, 5.3252, -5.6397], [-0.5967, 5.7712, -7.2137], [-2.4541, 3.9826, -7.3494], [-3.4775, 2.1456, -6.6937], [-3.7786, 0.2206, -4.9381], [-2.0319, 0.0058, -3.1932], [6.5602, 3.8701, 5.7628], [2.6008, 2.2384, 4.6475], [2.4001, 1.3175, 3.1634], [3.8578, 0.3576, 2.7734], [2.3724, 2.0967, 2.4409], [1.4460, 0.8005, 3.3977]], "forces_ev_per_a": [[-0.6, -1.2, 0.0], [-5.3, -1.3, -1.9], [1.9, -1.8, 2.3], [-1.2, 1.5, 0.0], [-1.4, 0.1, 0.3], [0.6, 1.6, -1.8], [-0.4, 0.7, 0.5], [-1.0, 1.3, 1.0], [0.7, -0.8, -0.9], [-0.2, -1.4, 0.5], [0.8, -1.0, -1.5], [-1.4, 1.6, 1.9], [-0.1, 1.1, -0.9], [0.4, -0.3, 0.3], [-0.4, -4.0, 1.0], [0.7, 1.6, -1.7], [-1.1, -2.4, 0.2], [-0.4, 2.5, -2.2], [3.8, 2.6, 1.1], [0.2, 1.6, 1.4], [0.5, 0.0, 0.1], [0.9, -1.0, -0.9], [2.2, -0.2, -0.4], [-1.8, 0.8, 3.5], [-2.0, 0.5, 3.3], [0.3, 0.4, -0.5], [0.0, 1.7, 0.0], [1.6, -2.5, -2.6], [-1.1, 1.1, 0.3], [0.5, 1.5, 0.2], [-0.1, -2.0, 0.0], [1.3, 0.0, -0.8], [0.5, 0.7, 0.1], [1.1, -0.3, 0.7], [2.7, 1.2, 0.9], [1.5, 0.7, -1.5], [-0.2, -0.2, 0.0], [-0.5, -1.4, 0.8], [-0.1, -1.5, 0.3], [1.0, 0.6, 0.2], [-0.7, 0.5, 0.5], [0.3, 0.1, -0.7], [-0.2, 0.2, 1.4], [0.0, 0.4, -0.1], [-0.7, -0.6, -0.5], [-1.0, -0.1, 0.8], [0.6, -0.3, 0.5], [-0.9, -1.0, -0.2], [0.3, -0.6, -1.0], [-0.9, -0.6, -0.3], [0.3, -0.2, 0.1], [-0.3, -0.2, -0.2], [0.0, -0.6, -0.9], [-0.4, -0.1, 0.3], [0.4, 1.1, 0.0], [-0.5, -0.5, -0.3], [-0.2, 0.4, -0.5], [-0.5, 0.0, 1.1], [-1.1, 0.7, -0.1], [-0.7, -0.1, -0.8], [1.0, -1.2, -0.8], [1.0, -0.1, -1.3], [-0.4, 0.1, 0.1], [0.2, -0.7, 0.1], [0.1, -0.2, -0.8], [-1.0, -0.6, 0.5], [-0.7, 0.4, 0.1], [-0.4, 0.4, 0.1], [1.6, 0.9, 0.0], [0.7, 0.1, 0.6], [-0.1, 0.0, -0.8], [-0.5, -0.6, 0.3], [0.5, 1.1, -0.5], [1.1, 0.6, -1.3], [-0.5, 0.5, 1.2], [2.0, 1.6, -0.6], [0.0, -0.8, 0.1], [-1.4, -0.9, -0.6], [-0.1, -0.1, 1.8], [-0.3, -0.1, -0.7], [0.8, -0.1, 0.5], [-1.1, -0.4, -0.4], [0.8, -0.3, 1.0], [1.1, 0.3, -0.1], [-0.7, -1.2, 0.7], [-1.3, 0.3, -1.0], [-0.4, -0.4, -0.2], [0.8, 0.7, -0.2], [-0.4, -0.1, -0.2], [0.0, 0.0, 0.0], [0.5, 0.5, 1.1], [-0.1, 0.0, 0.8], [-0.7, -0.2, 0.2], [-0.5, 0.0, -0.9], [1.0, -0.3, -1.2]], "gap_ev": [5.82, 5.99], "e_lumo_ev": [1.5, 2.2], "charge": -1}


For reference, energy relative to the best compared isomer or geometry (same formula, charge and spin) by record: 55.6 19.8 9.1 29.6 kcal/mol.